DFT (ωB97M-V with the def2-TZVPD basis set) results for a 2-piece molecular cluster, C3H2FN overall.

CARTESIAN COORDINATES (ANGSTROEM)
F  2.835  0.497  -0.667
H  0.011  -1.164  0.620
N  -2.805  0.472  -0.656
C  -1.920  0.507  0.022
C  1.890  -0.160  -0.134
H  -0.953  0.606  0.579
C  0.942  -0.757  0.236

Summary:
- E_LUMO (eV) = 0.6
- SMILES string = C#CF.C#N
- charge = 0
- orbital gap (eV) = 11.832
- highest occupied orbital energy (eV) = -11.224
- calculated total energy (Eh) = -269.9915



DFT (ωB97M-V with the def2-TZVPD basis set) results for C4H5N2O2 as an isolated structure.

CARTESIAN COORDINATES (ANGSTROEM)
C  1.775  -0.328  -0.001
H  1.606  -0.803  -0.969
C  -1.417  0.880  -0.297
H  -2.120  1.662  -0.625
N  -0.580  -1.103  0.303
N  0.469  -0.289  0.765
O  0.535  2.233  -0.106
C  -0.191  1.291  0.048
H  -0.450  -2.116  0.689
H  2.165  0.699  -0.127
C  -1.728  -0.469  -0.023
H  2.711  -0.598  0.528
O  -2.777  -1.059  -0.184

Summary:
- E_LUMO (eV) = 4.2
- charge = -1
- orbital gap (eV) = 7.819
- highest occupied orbital energy (eV) = -3.613
- calculated total energy (Eh) = -415.3954



DFT (ωB97M-V with the def2-TZVPD basis set) results for a 2-piece molecular cluster, C3H9N2S overall.

CARTESIAN COORDINATES (ANGSTROEM)
N  -1.090  0.572  1.344
S  1.264  0.246  -1.621
H  0.323  -1.929  -1.070
N  -0.125  -1.347  2.157
H  -0.945  -0.858  -1.628
H  -1.962  0.152  1.630
H  0.744  -1.865  2.074
H  -1.626  2.518  0.869
C  0.102  -1.143  -1.798
H  0.880  0.058  0.949
C  -1.135  1.663  0.390
H  0.154  -1.567  -2.803
H  -0.120  1.934  0.122
H  -1.662  1.409  -0.531
C  -0.026  -0.268  1.471

Summary:
- E_LUMO (eV) = 4.0
- charge = -1
- orbital gap (eV) = 6.434
- highest occupied orbital energy (eV) = -2.434
- calculated total energy (Eh) = -627.4179



DFT (ωB97M-V with the def2-TZVPD basis set) results for C38H55AuN6P as an isolated structure.

CARTESIAN COORDINATES (ANGSTROEM)
C  -0.045  3.708  -1.506
H  -1.522  -0.258  -2.882
H  0.100  -4.378  -2.925
C  0.505  1.912  2.732
C  1.267  -0.750  2.519
C  -0.818  6.024  -1.744
C  4.846  2.131  -2.523
C  -1.694  -4.724  -0.808
H  0.192  2.943  2.846
H  -2.543  4.325  -3.377
C  -1.765  -2.052  1.205
H  1.021  -2.500  4.635
C  -0.468  0.942  2.485
C  2.205  0.244  2.742
H  0.048  -2.615  -2.941
H  -2.523  0.459  2.158
C  2.968  2.555  4.860
H  3.050  3.088  -2.374
N  -0.392  2.437  -1.969
C  -0.910  4.670  -2.043
H  -4.092  -3.925  2.871
H  3.107  -3.527  1.587
H  0.918  -2.818  2.198
H  3.880  -2.130  2.321
C  -2.827  -2.937  1.459
H  -1.248  -5.632  -1.222
H  -1.955  1.888  -3.284
C  0.962  4.104  -0.629
C  1.936  -2.607  4.052
C  -0.080  -0.393  2.364
N  2.228  0.480  -1.228
C  2.920  2.556  3.327
C  -1.603  -1.778  3.600
H  2.813  4.013  1.719
H  0.415  -4.022  0.640
H  0.299  7.439  -0.609
H  3.789  3.174  5.224
N  4.482  0.951  -2.059
H  3.879  2.175  2.961
H  -2.685  -4.622  -1.243
H  -1.870  2.580  4.252
H  -2.951  -2.896  4.824
C  -2.450  -0.830  -2.906
P  -1.327  -1.852  -0.588
H  -3.807  -0.407  0.254
H  -1.429  -3.561  -3.217
H  2.034  2.952  5.265
C  -2.270  2.465  1.543
C  2.992  -2.458  1.777
H  -3.734  -3.140  -2.337
H  1.832  5.793  0.354
C  -3.266  -3.240  2.731
C  -2.878  -1.305  -1.507
H  -4.452  -2.671  -0.784
C  2.752  3.974  2.809
C  -0.502  -3.511  -2.645
H  -2.307  -1.664  -3.590
H  1.014  -4.743  -0.851
H  6.736  1.485  -2.813
H  -1.121  -1.311  4.450
H  2.255  -3.649  4.110
H  3.539  4.613  3.213
H  2.706  -1.986  4.513
C  -1.419  2.649  -2.745
C  0.571  -3.840  -0.423
C  -1.945  1.328  2.481
H  1.282  -3.023  -0.543
C  -4.024  -2.298  -1.711
C  -0.756  -3.558  -1.133
H  -2.179  0.879  4.605
C  0.190  6.397  -0.880
C  1.721  -2.195  2.590
C  -1.144  -1.434  2.322
H  1.796  4.398  3.119
H  -2.597  0.623  -0.521
H  1.608  3.364  -0.173
H  3.099  1.544  5.248
C  3.277  0.738  -1.640
H  -4.823  -1.770  -2.237
H  -3.246  -0.207  -3.323
H  -3.464  1.887  3.928
H  -1.759  3.382  1.831
Au  0.341  -0.330  -0.944
N  6.117  2.270  -2.914
H  -3.344  2.664  1.558
C  -2.391  1.687  3.903
H  -3.327  -3.407  0.628
H  4.325  4.069  -2.992
H  2.974  -1.937  0.819
H  6.480  3.143  -3.250
N  4.020  3.183  -2.631
H  -1.500  6.749  -2.167
H  3.246  -0.034  2.865
C  1.851  1.581  2.871
C  1.068  5.450  -0.332
N  -1.783  3.955  -2.834
C  -2.636  -2.664  3.815
H  -4.184  0.399  -1.273
H  -1.794  -4.873  0.266
C  -3.393  -0.100  -0.708
H  -1.979  2.224  0.531

Summary:
- E_LUMO (eV) = -1.8
- charge = +1
- orbital gap (eV) = 8.817
- highest occupied orbital energy (eV) = -10.585
- calculated total energy (Eh) = -2286.5130